{
  "formula": "C3H4N2",
  "method": "ωB97M-V/def2-TZVPD",
  "gap_ev": 10.90,
  "charge": 0,
  "e_above_lowest_kj_mol": 262.5,
  "smiles": "N#CN1CC1",
  "energy_ha": -226.1252,
  "symbols": ["C", "N", "H", "H", "H", "H", "N", "C", "C"],
  "xyz": [[-0.2204, 0.7029, -0.1919], [-3.5269, 0.1491, 0.1673], [-0.3966, 1.4087, 0.6504], [-0.1106, -1.2332, 1.0124], [0.7719, -1.1222, -0.8226], [0.3453, 1.0963, -0.9695], [-1.1660, -0.2409, -0.6857], [-2.4954, -0.2702, -0.0818], [0.0539, -0.7445, -0.0497]]
}

***

{
  "formula": "C3H4N2",
  "method": "ωB97M-V/def2-TZVPD",
  "gap_ev": [7.69, 7.30],
  "charge": 0,
  "e_above_lowest_kj_mol": 627.2,
  "energy_ha": -225.9863,
  "symbols": ["H", "C", "N", "H", "N", "H", "C", "C", "H"],
  "xyz": [[1.0341, 1.7021, 0.2246], [0.6942, -0.2855, 0.2008], [-0.5087, -0.1425, 0.0625], [1.8790, 0.6657, 1.4369], [-1.5676, -0.5413, -0.4246], [-3.3121, -1.5041, -0.9862], [1.5920, 0.8250, 0.4674], [-2.1795, -1.6084, -0.6444], [2.3687, 0.8889, -0.3371]]
}

***

{
  "formula": "C3H4N2",
  "method": "ωB97M-V/def2-TZVPD",
  "gap_ev": 11.00,
  "charge": 0,
  "e_above_lowest_kj_mol": 171.0,
  "smiles": "C1=NN=CC1",
  "energy_ha": -226.1601,
  "symbols": ["H", "N", "H", "C", "N", "H", "H", "C", "C"],
  "xyz": [[-1.6432, 1.3869, -0.0822], [-0.4238, -1.5802, -0.0555], [1.6095, -1.4918, 0.1244], [0.5403, 0.5828, -0.0039], [-1.5400, -0.6316, 0.0411], [0.7981, 1.0759, 0.9198], [0.9568, 1.0337, -0.8964], [-0.9856, 0.5388, -0.0373], [0.6879, -0.9147, -0.0100]]
}

***

{
  "formula": "C3H4N2",
  "method": "ωB97M-V/def2-TZVPD",
  "gap_ev": 8.16,
  "charge": 0,
  "e_above_lowest_kj_mol": 510.9,
  "energy_ha": -226.0306,
  "symbols": ["C", "N", "H", "C", "H", "H", "H", "C", "N"],
  "xyz": [[1.7595, 0.8015, 0.0875], [1.6797, -0.4078, -0.0365], [-1.4456, 1.5973, 0.0306], [-0.5842, 1.0470, -0.0160], [0.4129, -2.0703, -0.3115], [2.2782, 1.6904, 0.3064], [-1.4986, -0.7566, 0.2956], [0.5318, -1.0677, 0.1301], [-0.6072, -0.3021, 0.1742]]
}

***

{
  "formula": "C3H4N2",
  "method": "ωB97M-V/def2-TZVPD",
  "gap_ev": 9.82,
  "charge": 0,
  "e_above_lowest_kj_mol": 323.0,
  "smiles": "C#C/C=N/N",
  "energy_ha": -226.1021,
  "symbols": ["H", "N", "H", "H", "C", "N", "H", "C", "C"],
  "xyz": [[-3.6442, -0.2649, 0.0417], [2.1871, -0.0955, -0.0628], [0.2461, 1.5455, 0.0653], [2.8301, -0.7329, 0.3538], [-1.3822, 0.1412, 0.0175], [0.8566, -0.4488, -0.0163], [2.4606, 0.8836, 0.0974], [-2.5191, -0.2496, -0.0067], [0.0349, 0.5048, -0.0115]]
}

***

{
  "formula": "C3H4N2",
  "method": "ωB97M-V/def2-TZVPD",
  "gap_ev": 10.15,
  "charge": 0,
  "e_above_lowest_kj_mol": 513.7,
  "energy_ha": -226.0295,
  "symbols": ["H", "H", "C", "C", "N", "C", "H", "H", "N"],
  "xyz": [[-1.0365, -1.4186, -1.4546], [2.0771, -1.3318, -0.2553], [1.0827, -1.3451, -0.6427], [-1.4402, 0.8759, 0.2202], [0.6276, 0.8837, 1.4711], [-0.0361, -1.3857, -1.0837], [-2.2674, 1.5388, 0.0396], [1.4111, 1.1876, 0.8883], [-0.4183, 0.9953, 0.8172]]
}

***

{
  "formula": "C3H4N2",
  "method": "ωB97M-V/def2-TZVPD",
  "gap_ev": 9.18,
  "charge": 0,
  "e_above_lowest_kj_mol": 254.1,
  "energy_ha": -226.1284,
  "symbols": ["C", "C", "H", "C", "H", "N", "N", "H", "H"],
  "xyz": [[-0.2106, -0.9307, -0.1689], [0.5296, 1.3518, 0.5776], [-0.2886, -0.0515, -2.2048], [-0.1404, 0.0659, -1.1454], [0.1806, 2.1474, 1.2395], [0.2202, 1.2429, -0.6269], [0.0061, -0.5271, 1.0627], [-0.3848, -1.9726, -0.4437], [0.0879, -1.3260, 1.7100]]
}

***

{
  "formula": "C3H4N2",
  "method": "ωB97M-V/def2-TZVPD",
  "gap_ev": [8.04, 8.04],
  "charge": 0,
  "e_above_lowest_kj_mol": 552.8,
  "energy_ha": -226.0146,
  "symbols": ["C", "N", "N", "C", "H", "H", "H", "H", "C"],
  "xyz": [[-0.4987, 1.2811, -0.3915], [-0.9775, -1.7895, 0.2318], [-0.4526, -0.7108, -0.0976], [0.8144, 0.9693, -0.1063], [-1.9325, -1.8336, -0.1376], [1.6269, 1.6773, 0.0293], [-1.0763, 1.9626, 0.2439], [1.6369, -1.1445, 0.2102], [0.8594, -0.4119, 0.0180]]
}

***

{
  "formula": "C3H4N2O",
  "method": "ωB97M-V/def2-TZVPD",
  "gap_ev": 9.99,
  "charge": 0,
  "e_above_lowest_kj_mol": 92.7,
  "smiles": "Oc1cc[nH]n1",
  "energy_ha": -301.4519,
  "symbols": ["C", "H", "H", "H", "N", "N", "O", "C", "H", "C"],
  "xyz": [[0.8894, 0.0421, -0.1380], [-0.0309, 2.1144, -0.2219], [2.6186, -0.6468, -0.3370], [-1.5589, -1.7346, 0.1572], [0.3867, -1.1696, -0.0065], [-0.9261, -0.9573, 0.2404], [2.2119, 0.2321, -0.3261], [-1.2483, 0.3553, 0.2242], [-2.2468, 0.7098, 0.4389], [-0.0956, 1.0546, -0.0312]]
}

***

{
  "formula": "C3H4N2O",
  "method": "ωB97M-V/def2-TZVPD",
  "gap_ev": 9.56,
  "charge": 0,
  "e_above_lowest_kj_mol": 322.7,
  "smiles": "Oc1cn[nH]c1",
  "energy_ha": -301.3643,
  "symbols": ["C", "C", "N", "N", "H", "H", "H", "C", "O", "H"],
  "xyz": [[-0.2240, 0.9906, 0.0870], [0.7789, -0.0668, 0.1117], [-1.4004, -0.9536, 0.0011], [-1.5246, 0.3436, 0.0782], [0.3867, -2.2200, -0.1642], [-0.0365, 2.1125, -0.2926], [2.4267, 0.6420, 0.5476], [-0.0770, -1.2700, 0.1168], [2.1406, -0.2131, -0.1014], [-2.4704, 0.6348, -0.3840]]
}

***

{
  "formula": "C3H4N2O",
  "method": "ωB97M-V/def2-TZVPD",
  "gap_ev": 11.25,
  "charge": 0,
  "e_above_lowest_kj_mol": 32.5,
  "smiles": "N#CCC(N)=O",
  "energy_ha": -301.4748,
  "symbols": ["H", "H", "H", "N", "H", "C", "C", "C", "N", "O"],
  "xyz": [[0.4154, -0.8596, -1.3476], [0.0648, 1.3647, 1.4280], [1.3830, 1.0309, 0.2881], [-1.1825, 1.5896, -1.5109], [-0.4249, -2.1535, -0.6253], [0.0420, -0.6562, 0.6631], [-0.5021, 1.3316, -0.6117], [0.3232, 0.8495, 0.5008], [0.1792, -1.3577, -0.5028], [-0.2982, -1.1393, 1.7182]]
}

***

{
  "formula": "C3H4N2O",
  "method": "ωB97M-V/def2-TZVPD",
  "gap_ev": 10.10,
  "charge": 0,
  "e_above_lowest_kj_mol": 152.3,
  "smiles": "Oc1ccn[nH]1",
  "energy_ha": -301.4292,
  "symbols": ["H", "O", "N", "C", "H", "C", "H", "H", "C", "N"],
  "xyz": [[0.3964, -0.7017, -1.8938], [1.0078, -1.5953, 0.8306], [-1.0105, 1.2555, 0.3876], [0.2738, -0.5941, 0.2813], [0.3531, 0.7188, 1.7459], [-0.8517, 0.8898, -0.8617], [-1.3405, 1.4476, -1.6506], [0.4021, -2.3264, 1.0198], [-0.0059, -0.2515, -1.0017], [-0.3276, 0.3158, 1.1181]]
}

***

{
  "formula": "C3H4N2O",
  "method": "ωB97M-V/def2-TZVPD",
  "gap_ev": 9.73,
  "charge": 0,
  "e_above_lowest_kj_mol": 308.0,
  "energy_ha": -301.3699,
  "symbols": ["O", "H", "C", "N", "H", "C", "H", "C", "H", "N"],
  "xyz": [[1.8129, 0.5188, 0.7221], [1.7284, 0.1586, 1.6124], [0.6694, 0.1698, 0.0651], [-0.3681, 1.1437, -0.1675], [0.6514, 1.0102, -0.9398], [-1.4222, 0.3570, -0.4631], [-2.3784, 0.7723, -0.7565], [0.0583, -1.1000, -0.0050], [0.4812, -2.0701, 0.2351], [-1.2330, -0.9603, -0.3028]]
}

***

{
  "formula": "C3H4N2O",
  "method": "ωB97M-V/def2-TZVPD",
  "gap_ev": 9.24,
  "charge": 0,
  "e_above_lowest_kj_mol": 87.7,
  "smiles": "N#C/C=C(\\N)O",
  "energy_ha": -301.4538,
  "symbols": ["H", "N", "H", "C", "N", "O", "C", "C", "H", "H"],
  "xyz": [[1.3894, -1.3566, -0.0603], [-1.3100, 0.6166, 0.0746], [-1.1768, 1.1427, -0.7745], [1.1899, 0.2991, -1.3703], [1.4534, 0.9640, -2.2845], [-0.4930, -0.7723, 1.6525], [0.8315, -0.4529, -0.2414], [-0.3040, -0.1866, 0.4636], [0.3551, -1.2354, 1.7666], [-1.9355, 0.9814, 0.7736]]
}

***

{
  "formula": "C3H4N2O",
  "method": "ωB97M-V/def2-TZVPD",
  "gap_ev": 9.24,
  "charge": 0,
  "e_above_lowest_kj_mol": 489.6,
  "smiles": "[H]/N=C/N1C=C1O",
  "energy_ha": -301.3007,
  "symbols": ["N", "C", "H", "H", "H", "O", "C", "N", "H", "C"],
  "xyz": [[0.8674, 0.5527, -1.2673], [-0.7201, -1.0243, 0.7732], [-1.2949, -1.8801, 1.0662], [1.2492, 0.7043, -2.1940], [-1.0126, 0.3467, -2.1836], [1.1756, 0.4539, 1.6177], [-0.3789, 0.3119, -1.2879], [-1.0235, 0.1391, -0.0540], [0.9362, 0.5708, 2.5501], [0.2017, -0.1751, 0.9796]]
}

***

{
  "formula": "C3H4N2O",
  "method": "ωB97M-V/def2-TZVPD",
  "gap_ev": 8.75,
  "charge": 0,
  "e_above_lowest_kj_mol": 285.6,
  "energy_ha": -301.3785,
  "symbols": ["H", "C", "H", "C", "H", "H", "N", "N", "O", "C"],
  "xyz": [[-0.9458, 2.2970, 0.4796], [-0.2497, 0.3674, 1.5516], [1.5302, -0.5674, -0.9227], [0.5204, -0.3777, -0.5521], [0.6536, -1.4573, 1.3289], [-1.1897, -0.7772, -1.2046], [0.3883, -0.5783, 0.9045], [0.0556, 0.9828, -0.7395], [-0.3381, -1.2361, -1.2315], [-0.4250, 1.3469, 0.3858]]
}

***

{
  "formula": "C3H4N2O",
  "method": "ωB97M-V/def2-TZVPD",
  "gap_ev": [8.69, 6.46],
  "charge": 0,
  "e_above_lowest_kj_mol": 538.4,
  "energy_ha": -301.2822,
  "symbols": ["C", "C", "H", "H", "H", "C", "N", "N", "H", "O"],
  "xyz": [[1.3895, 0.2074, -0.1857], [0.4130, 1.1628, -0.1212], [2.3397, -1.3710, -0.4102], [-1.6849, -0.3935, 1.1080], [-2.4419, -0.2825, -0.4934], [-1.4440, -0.3568, 0.0466], [-0.8829, 0.9172, 0.0077], [2.2154, -0.5490, 0.2585], [0.8497, 2.0788, -0.0306], [-0.7535, -1.4134, -0.1797]]
}

***

{
  "formula": "C3H4N2O",
  "method": "ωB97M-V/def2-TZVPD",
  "gap_ev": 9.24,
  "charge": 0,
  "e_above_lowest_kj_mol": 309.8,
  "energy_ha": -301.3692,
  "symbols": ["C", "C", "H", "O", "N", "H", "H", "C", "H", "N"],
  "xyz": [[0.8016, -0.2384, -0.9420], [-0.1002, -1.2713, -0.5386], [1.6988, -0.6643, -1.3986], [-0.6760, -2.1938, -0.1660], [-1.1544, 0.8507, 0.2817], [0.3262, 0.5484, -1.5413], [-1.8700, 1.3230, 0.8290], [-0.0770, 0.6652, 0.9755], [0.0476, 0.9844, 2.0168], [1.0034, -0.0039, 0.4835]]
}

***

{
  "formula": "C3H4N2O",
  "method": "ωB97M-V/def2-TZVPD",
  "gap_ev": 8.33,
  "charge": 0,
  "e_above_lowest_kj_mol": 331.2,
  "energy_ha": -301.3611,
  "symbols": ["O", "H", "C", "N", "C", "C", "H", "H", "N", "H"],
  "xyz": [[-2.2106, 0.9536, -0.4739], [-0.6803, -1.2775, -0.5218], [-0.9801, 0.8093, -0.9250], [0.1804, -1.7693, -0.2776], [1.0098, 0.4557, 0.3242], [1.0479, -1.0091, 0.2538], [-2.2156, 1.2101, 0.4665], [1.9561, -1.4796, 0.6176], [0.0191, 1.1055, -0.1619], [1.8732, 1.0014, 0.6981]]
}

***

{
  "formula": "C3H4N2O",
  "method": "ωB97M-V/def2-TZVPD",
  "gap_ev": 9.39,
  "charge": 0,
  "e_above_lowest_kj_mol": 468.3,
  "energy_ha": -301.3089,
  "symbols": ["H", "O", "N", "H", "H", "H", "C", "C", "N", "C"],
  "xyz": [[0.6277, -0.5892, -1.8764], [-1.9388, -0.7971, -0.4708], [-0.6328, 0.7957, 0.7401], [0.8406, 1.9148, -0.6206], [-2.5621, -0.4228, 0.1693], [1.0514, -0.0789, 1.5283], [-0.7465, -0.2947, -0.2110], [0.6689, 0.9712, -0.1144], [0.7399, 0.8556, 1.2745], [0.4277, -0.3158, -0.8557]]
}